Entry 1:
A single C4H5NO molecule in a non-equilibrium geometry. Source: the OMol25 dataset; level of theory: the ωB97M-V functional and the def2-TZVPD basis.

Geometry as XYZ:
```
11
Properties=species:S:1:pos:R:3:forces:R:3:nbo_charge:R:1
C 0.98011 1.00217 0.05235 -0.4 -0.2 0.0 -0.30
C -0.33342 1.22219 0.10139 -1.1 -3.5 0.0 -0.19
O 2.26255 -1.07820 0.08604 0.0 0.3 0.1 -0.59
N -0.02960 -1.10984 -0.08339 0.5 -0.4 -0.4 -0.63
C 1.20455 -0.49661 0.00244 0.3 -0.3 -0.1 0.64
H -1.28801 1.48265 0.45793 -0.1 3.6 0.5 0.26
H -1.44563 -0.00193 -1.23277 0.1 -0.4 0.1 0.20
H -0.15859 -2.01766 0.32683 0.1 -0.1 -0.3 0.41
C -1.08207 -0.17832 -0.20216 0.7 0.3 0.0 -0.24
H 1.86753 1.64003 0.08991 -0.6 0.0 0.2 0.24
H -1.97743 -0.46448 0.40141 0.8 0.6 -0.1 0.20
```
Forces are in eV/Å.

As for the HOMO energy: -9.529 eV. As for the energy relative to the best compared isomer or geometry (same formula, charge and spin): 185.83 kJ/mol. The total charge is 0. As for the spin multiplicity: 1. The structure (SMILES) is O=C1C=CCN1.

Entry 2:
A single C4H5NO molecule. Source: the OMol25 dataset; level of theory: the ωB97M-V functional and the def2-TZVPD basis.

Geometry as XYZ:
```
11
Properties=species:S:1:pos:R:3:forces:R:3:nbo_charge:R:1
H 0.03194 -1.05530 0.86003 0.1 0.4 0.0 0.15
H -1.24673 0.17283 -1.57998 0.1 0.2 0.3 0.42
H 1.01212 -0.51839 2.41040 0.0 -0.1 -0.1 0.23
H -0.02535 -1.74922 -1.43129 -0.1 0.3 0.3 0.22
C -0.48054 1.35686 -0.07297 -0.4 0.8 0.3 0.57
H 1.35681 -0.81077 -0.65861 0.0 0.1 0.1 0.21
C 0.42374 -0.15204 1.58072 -0.2 0.1 -0.3 -0.41
O -1.15485 2.31343 -0.37831 0.3 -0.4 0.0 -0.55
C 0.17248 1.04937 1.17716 -0.1 -0.5 -0.2 -0.17
C 0.30303 -0.86714 -0.87817 0.1 -0.2 -0.2 -0.12
N -0.39265 0.26038 -1.02897 0.1 -0.7 -0.2 -0.55
```
Forces are in eV/Å.

As for the HOMO energy (spin up / spin down): -8.102 / -8.134 eV. As for the energy relative to the best compared isomer or geometry (same formula, charge and spin): 427.66 kJ/mol. The total charge is 0. As for the spin multiplicity: 1.

Entry 3:
A single C4H5NO molecule in a non-equilibrium geometry. Source: the OMol25 dataset; level of theory: the ωB97M-V functional and the def2-TZVPD basis.

Geometry as XYZ:
```
11
Properties=species:S:1:pos:R:3:forces:R:3:nbo_charge:R:1
O 2.24059 -0.89145 -0.26881 -1.1 0.4 0.4 -0.49
C 0.90471 1.09308 0.33600 -0.3 0.0 -0.1 -0.57
H -1.69033 0.08399 0.24415 -0.2 -0.4 0.0 0.26
C -1.41660 -0.88762 -0.16093 0.6 0.1 -0.1 0.06
H -0.47682 2.58988 0.30119 0.2 0.0 -0.2 0.15
H 0.01545 -2.16542 -0.44524 0.2 0.1 0.0 0.38
N -0.19977 -1.28150 0.00862 0.1 0.2 -0.5 -0.60
C -0.30700 1.56359 -0.05440 0.2 0.2 0.4 -0.38
H 1.72074 1.61639 0.84996 -0.1 0.0 -0.2 0.22
C 1.29375 -0.24755 0.00133 0.2 -0.8 -0.1 0.79
H -2.08473 -1.47339 -0.81186 0.1 0.1 0.4 0.18
```
Forces are in eV/Å.

As for the HOMO energy (spin up / spin down): -7.586 / -7.587 eV. As for the energy relative to the best compared isomer or geometry (same formula, charge and spin): 461.61 kJ/mol. The total charge is 0. As for the spin multiplicity: 1.